[1]
{
  "formula": "C3H2O2",
  "method": "ωB97M-V with the def2-TZVPD basis set",
  "relative_energy_kj_mol": 70.5,
  "e_tot_ev": -7236.1712,
  "gap_ev": 11.163,
  "smiles": "C#CC(=O)O",
  "species": ["C", "O", "O", "C", "C", "H", "H"],
  "positions_angstrom": [[0.7515, 0.0924, 0.2039], [-1.2140, 1.3102, -0.0347], [-1.4179, -0.9220, -0.0269], [-0.6971, 0.2185, 0.1129], [1.9297, 0.0830, -0.0704], [2.9249, -0.2086, -0.1700], [-2.2772, -0.5736, -0.0149]]
}

[2]
{
  "formula": "C44H41BrCaF4O5P2Se2Si",
  "method": "ωB97M-V with the def2-TZVPD basis set",
  "relative_energy_kj_mol": 11.9,
  "e_tot_ev": -313036.5029,
  "charge": -2,
  "gap_ev": 5.397,
  "species": ["H", "H", "C", "H", "C", "H", "C", "C", "H", "H", "C", "C", "O", "H", "C", "O", "C", "C", "C", "H", "C", "C", "C", "H", "H", "H", "H", "C", "H", "C", "C", "C", "C", "F", "P", "H", "H", "H", "H", "C", "O", "H", "C", "P", "O", "C", "C", "Ca", "C", "H", "H", "H", "C", "C", "C", "H", "H", "C", "H", "F", "C", "H", "F", "F", "H", "C", "H", "Se", "C", "Se", "C", "H", "H", "H", "C", "C", "O", "H", "H", "C", "C", "C", "C", "C", "Si", "H", "H", "C", "C", "C", "C", "H", "Br", "C", "H", "H", "H", "H", "H", "H", "C"],
  "positions_angstrom": [[6.3311, -1.9937, -4.6191], [-1.4088, 5.6839, -1.2388], [-1.4653, -2.7515, 4.8064], [1.3203, 3.4276, 1.2360], [-5.6623, -0.5080, 2.7513], [0.2155, 4.5921, 1.9870], [-0.8295, -2.5761, -1.3683], [-1.3721, -3.6013, -2.2511], [-1.5239, 5.8352, 0.5191], [-3.3282, 4.9093, -1.0724], [0.0298, -2.0845, 6.5420], [-2.1971, 2.8825, -2.6068], [1.2137, -2.1745, -0.2359], [1.5304, 5.1602, 0.9448], [-0.2422, -4.4660, 2.0583], [-2.5271, -3.7344, -2.6399], [0.7803, 4.3674, 1.0792], [-2.2538, 3.3045, 1.7262], [-2.2431, -4.2054, 0.7588], [0.7255, -6.3687, 1.9269], [0.9652, -4.0776, -1.7610], [-1.0860, -2.7874, 6.1365], [-4.6110, 0.3866, 2.6299], [-6.6699, -0.1441, 2.9129], [-2.8784, 0.5999, -1.2722], [-2.9909, 2.7028, -3.3466], [-1.7710, 3.8680, -2.8138], [-3.0700, -1.4485, 2.3138], [1.5072, 4.9007, -1.4507], [4.4865, 3.7830, -4.1634], [0.5283, -2.8718, -1.0511], [5.3799, 2.2973, -1.9984], [-1.0772, -6.3085, 0.7607], [-1.7821, -3.4980, 7.0321], [3.1551, 0.6220, -1.9010], [-4.7895, 1.4523, 2.6916], [-3.0252, -3.5813, 0.3457], [-1.4111, 2.1402, -2.7761], [6.1091, -4.0369, -3.2382], [0.7736, 4.0830, -1.3754], [2.0535, -4.6304, -1.7028], [4.1285, 4.3688, -5.0012], [5.7047, -1.9867, -3.7349], [-1.3066, -1.8916, 2.0603], [-1.4450, -1.5826, -0.8388], [4.7621, -3.1291, -1.8403], [4.1997, -0.8302, -2.2544], [0.2026, -0.0703, -0.1407], [-2.7618, 2.7929, -1.1875], [-3.1914, 2.7494, 1.8127], [5.7116, 1.7268, -1.1390], [-3.9305, 1.3226, -0.0626], [5.5833, -3.1325, -2.9560], [-3.5161, 1.4626, -1.0655], [-0.8382, 5.6325, -0.3088], [-3.9591, -3.4045, 2.3823], [-4.2650, 3.8558, -0.0133], [6.1621, 3.3210, -2.5047], [2.7349, 2.5243, -4.0902], [-2.5376, -3.4802, 4.4821], [-2.1351, -5.5225, 0.3339], [-4.5724, 3.8525, -1.7527], [1.8469, -0.7186, 6.0395], [0.4067, -2.1117, 7.8254], [-1.6739, 3.1037, 2.6315], [-0.1263, -5.7747, 1.6207], [-2.5145, 0.6267, 2.2542], [1.3181, 0.3814, -2.9932], [5.7161, 4.0664, -3.5914], [3.0022, 0.9524, 0.2294], [-3.3251, -0.0814, 2.3963], [1.3302, 3.1479, -1.3043], [0.5278, -4.0508, 2.6987], [-0.1014, 6.4504, -0.3331], [-1.3070, -3.6692, 1.6391], [-4.1337, -2.3396, 2.4407], [-0.2935, -5.5343, -3.2533], [-0.9701, -7.3205, 0.3911], [4.6159, -4.0353, -1.2676], [4.1489, 2.0012, -2.5808], [0.7578, -1.3672, 5.6121], [3.7030, 2.7504, -3.6593], [5.0033, -0.8426, -3.3947], [-0.7762, -2.0211, 3.8498], [-1.3068, 2.7333, 0.1339], [5.0727, 0.0414, -4.0170], [-4.3562, 1.4350, -1.7748], [-0.2364, -4.5509, -2.5433], [0.3651, -1.3389, 4.2842], [-5.4211, -1.8716, 2.6488], [-0.1273, 4.2855, -0.1548], [-6.2388, -2.5773, 2.7335], [1.4949, -0.4030, 3.0950], [-3.7806, 3.9194, -0.9909], [-2.5153, 4.3690, 1.7219], [3.3953, -1.9813, -0.6377], [0.2065, 4.0571, -2.3091], [6.3251, 4.8728, -3.9827], [7.1179, 3.5453, -2.0468], [-2.8471, -5.9017, -0.3879], [4.0769, -1.9764, -1.4800]]
}

[3]
{
  "formula": "C4H11ClN2",
  "method": "ωB97M-V with the def2-TZVPD basis set",
  "relative_energy_kj_mol": 0.0,
  "e_tot_ev": -19827.2705,
  "gap_ev": 10.567,
  "smiles": "C[C@@H](Cl)[C@@H](C)NN",
  "species": ["H", "H", "C", "H", "H", "H", "N", "H", "H", "C", "H", "H", "N", "Cl", "H", "C", "H", "C"],
  "positions_angstrom": [[-1.5737, -0.8546, -1.8874], [2.1352, 1.1541, -0.1789], [-1.1047, 1.4335, 0.9742], [-0.4272, 1.9370, 1.7310], [0.7159, -0.0476, -1.8494], [0.3047, -2.0015, -0.5338], [-1.5206, -1.3228, -0.9500], [-1.2960, 1.1852, -1.0752], [2.5692, -0.6649, -0.3889], [1.7828, 0.0712, 0.0577], [-2.1512, -0.8185, -0.2980], [-1.6227, 0.4658, 1.3340], [-0.2309, -1.1752, -0.2468], [0.4597, 2.7223, -0.8609], [1.7900, -0.2368, 1.1525], [0.4818, -0.0750, -0.7222], [-1.9868, 2.0882, 0.9106], [-0.4188, 1.2821, -0.3918]]
}

[4]
{
  "formula": "C31H26CoN5S",
  "method": "ωB97M-V with the def2-TZVPD basis set",
  "relative_energy_kj_mol": 0.0,
  "e_tot_ev": -88470.1541,
  "charge": 2,
  "gap_ev": [8.351, 8.353],
  "species": ["C", "C", "Co", "H", "C", "C", "H", "C", "H", "C", "C", "C", "H", "C", "C", "N", "H", "H", "C", "H", "H", "C", "C", "C", "C", "H", "C", "H", "C", "H", "H", "H", "S", "H", "N", "C", "N", "H", "H", "C", "H", "H", "H", "C", "H", "C", "C", "H", "N", "H", "C", "C", "C", "C", "C", "C", "C", "C", "H", "H", "H", "H", "C", "N"],
  "positions_angstrom": [[-1.6690, 2.2353, 0.0272], [0.1020, -2.7553, -1.3121], [0.0218, -0.0858, -0.0723], [-0.1449, 3.7334, -0.2292], [-1.5533, 0.1357, -4.5627], [-0.1365, 2.4475, 4.1888], [4.5424, 1.9953, 0.1830], [4.1313, -1.3479, 0.3122], [-0.4339, 2.2634, 6.3106], [-0.3045, -0.2977, 4.1391], [-0.0495, -4.0196, 1.1819], [1.0329, 1.5866, -2.1990], [4.6594, -2.2855, 0.4101], [-0.0147, 1.7994, 2.9781], [-0.0822, -1.9793, -0.1723], [0.0044, -0.4286, 1.8328], [-2.2148, -1.3430, -1.6012], [0.3344, -4.7345, -2.0926], [4.8005, -0.1383, 0.3099], [1.9562, 1.0059, -2.2094], [0.2005, -2.3200, -2.2963], [-2.7371, 3.0468, 0.3764], [2.7572, -1.3566, 0.1720], [1.8363, 2.1862, -0.0087], [-0.4725, 2.8048, -0.7018], [2.3950, 3.0180, -0.4496], [-3.8263, 2.4913, 1.0218], [0.1713, -5.8548, 0.0979], [-2.2109, -0.6668, -3.6407], [-2.7061, 4.1033, 0.1435], [-3.0791, -1.2476, -3.9175], [-2.6570, -0.6681, 1.1659], [-0.3834, -2.0045, 3.8212], [-1.8969, 0.1917, -5.5871], [2.0294, -0.2338, 0.0417], [-0.0992, 0.4073, 2.9546], [-1.6645, 0.9288, 0.3145], [-0.0713, 3.5267, 4.2276], [-4.6496, 0.6573, 1.8151], [2.6884, 0.9485, 0.0664], [1.5309, 2.4915, 0.9898], [-4.6682, 3.1101, 1.3028], [1.2248, 2.5226, -2.7297], [-0.3400, 1.7301, 5.3746], [2.2193, -2.2903, 0.1579], [-0.0649, 0.7887, -2.8271], [0.1894, -4.1428, -1.1971], [0.1328, 2.3581, 2.0680], [0.6419, 1.8383, -0.7873], [-0.7906, 3.0769, -1.7107], [-0.4255, 0.3552, 5.3653], [4.0616, 1.0262, 0.1839], [-1.7377, -0.7233, -2.3470], [0.1011, -4.7778, 0.0339], [-0.1266, -2.6355, 1.0636], [-0.1454, -1.6932, 2.1632], [-3.8205, 1.1329, 1.3109], [-2.7192, 0.3910, 0.9489], [-0.0804, -4.4997, 2.1534], [5.8777, -0.0995, 0.4035], [-0.5813, -0.1986, 6.2814], [0.0452, 1.5609, -4.8202], [-0.4691, 0.8902, -4.1451], [-0.6623, -0.0249, -1.9503]]
}

[5]
{
  "formula": "FNO2S2Tm",
  "method": "ωB97M-V with the def2-TZVPD basis set",
  "relative_energy_kj_mol": 40.8,
  "e_tot_ev": -59494.3052,
  "charge": 1,
  "spin_multiplicity": 3,
  "gap_ev": [6.763, 6.669],
  "s_squared": 2.00,
  "species": ["O", "S", "S", "F", "N", "O", "Tm"],
  "positions_angstrom": [[-0.6164, -0.8882, 0.5268], [0.7576, 1.2629, -1.0159], [-1.6421, 0.2474, 0.3210], [3.4231, -0.6941, 1.1072], [-0.7621, 1.4382, -0.7531], [-2.7011, -0.2162, -0.6191], [1.5410, -1.1501, 0.4332]]
}

[6]
{
  "formula": "C17H15N4O6Pd",
  "method": "ωB97M-V with the def2-TZVPD basis set",
  "relative_energy_kj_mol": 26.9,
  "e_tot_ev": -39599.6848,
  "charge": -1,
  "spin_multiplicity": 3,
  "gap_ev": [7.014, 6.464],
  "s_squared": 2.01,
  "species": ["H", "C", "C", "H", "C", "C", "C", "C", "O", "H", "C", "O", "C", "C", "C", "C", "O", "N", "C", "H", "H", "H", "N", "H", "H", "N", "H", "H", "C", "H", "O", "C", "C", "H", "H", "H", "H", "O", "N", "C", "C", "O", "Pd"],
  "positions_angstrom": [[-0.2448, -3.1748, 3.7620], [-4.7566, -0.5969, 0.7145], [2.1283, 4.6009, -4.0332], [4.5690, -0.8070, 1.5039], [0.4638, 3.3326, -2.8365], [1.4530, 2.6917, -2.1071], [-2.9044, -1.7635, 0.4174], [2.7830, 3.0037, -2.3538], [-2.0315, -3.9554, 0.2405], [-3.8626, -4.3135, 0.3758], [-5.3224, -3.0131, 0.4979], [-6.5053, -2.7410, 0.5483], [3.9250, -0.1840, 0.8824], [-4.3277, -1.8850, 0.5283], [2.1479, -1.3530, 2.2224], [2.4804, -0.3726, 1.2573], [-0.1823, -1.0393, 2.5733], [-2.5497, -0.4947, 0.5303], [-1.7683, -2.7385, 0.1513], [1.1736, -2.6131, 4.6664], [4.1641, 4.1845, -3.4947], [0.0160, 4.7874, -4.3548], [1.5793, 0.3492, 0.6548], [4.0766, -0.4344, -0.1681], [3.5459, 2.4903, -1.7810], [2.0435, 1.2604, -0.3154], [4.2043, 0.8625, 0.9946], [-0.5675, 3.0640, -2.6433], [0.8886, -1.6762, 2.7521], [1.3851, -3.7065, 3.2908], [-0.1576, 1.2793, -1.0327], [1.0740, 1.6640, -1.0697], [0.7983, 4.2892, -3.7942], [-3.6213, 1.1876, 0.8107], [2.3911, 5.3411, -4.7784], [-5.7565, -0.2113, 0.8377], [2.9676, -1.9796, 2.5524], [-0.6522, -2.2460, -0.1436], [-3.6736, 0.1900, 0.7141], [3.1213, 3.9522, -3.3112], [0.7965, -2.8715, 3.6736], [-4.8921, -4.2483, 0.4537], [-0.3997, -0.1115, 0.6113]]
}